DFT (ωB97M-V/def2-TZVPD) results for a single C4H4O2S molecule.

Geometry as XYZ:
```
11
Properties=species:S:1:pos:R:3:forces:R:3:mulliken_charge:R:1
C -0.32031 -0.01592 -0.98066 -1.768 0.328 -3.046 0.035
C 0.85439 -0.52261 -0.50318 -0.583 0.679 0.940 -0.235
C -1.31665 0.72429 -0.33240 -1.097 0.491 0.506 -0.400
C 1.64391 -0.04015 0.48469 -0.279 0.452 1.643 -0.081
O -2.93432 1.46281 1.47799 -2.096 1.510 0.603 -0.480
O 2.45015 -0.68433 1.25872 1.288 1.617 0.627 -0.337
S -1.70867 0.72977 1.33232 2.699 -1.455 -1.628 0.358
H -0.51103 -0.23461 -2.12420 0.237 0.540 2.401 0.181
H 1.40683 -1.12844 -1.11760 1.195 -1.844 -1.799 0.371
H -2.11918 1.33471 -0.86203 1.178 -1.113 0.323 0.281
H 2.55487 -1.62552 1.36635 -0.775 -1.205 -0.570 0.307
```
Forces are in eV/Å.

Results
Total charge: 0
HOMO-LUMO gap (alpha / beta): 6.617 / 7.419 eV

DFT (ωB97M-V/def2-TZVPD) results for a molecular structure, C24H25N7O3Se2Ti.

Geometry as XYZ:
```
62
Properties=species:S:1:pos:R:3:forces:R:3:mulliken_charge:R:1
Ti 0.97384 -0.32119 -0.37410 0.774 -1.349 0.449 -0.980
C -2.44821 2.90270 4.43102 0.184 0.027 -0.185 -1.000
Se -1.72883 2.55546 2.64108 -0.239 0.068 0.289 0.220
C -0.20326 3.77001 2.79054 -0.108 -0.350 -0.088 -0.809
C 1.01271 3.12231 3.42509 0.222 -0.289 -0.193 -0.747
Se 1.84861 1.64995 2.37716 -0.012 0.865 1.191 0.129
C 2.71622 2.82197 1.09897 -0.143 -0.056 0.015 -0.879
H -2.86705 3.90552 4.47710 0.002 -0.024 -0.002 0.318
H -1.65049 2.79411 5.16251 -0.044 -0.027 0.045 0.298
H -3.22523 2.17093 4.63833 0.020 -0.018 -0.044 0.300
H -0.54336 4.61524 3.39058 0.034 0.069 -0.103 0.538
H 0.00011 4.10603 1.77627 0.027 0.126 0.005 0.295
H 0.74757 2.68960 4.39049 0.099 -0.012 -0.011 0.342
H 1.79226 3.87208 3.58026 0.023 -0.073 0.083 0.418
H 3.21497 3.63016 1.62849 0.010 -0.006 -0.024 0.501
H 1.97861 3.21467 0.39887 0.079 0.064 -0.032 0.280
H 3.44178 2.21132 0.57240 0.047 0.049 -0.020 0.116
C -1.73238 -1.70806 -1.52085 -0.166 -0.252 0.193 -2.037
N -0.64292 -0.73705 -1.63557 -0.607 -0.018 -0.559 1.321
C -0.57825 -0.00906 -2.71067 -0.004 -0.088 -0.211 0.013
C 0.54506 0.81640 -2.91854 0.137 0.304 -0.408 -0.365
C 0.93244 1.65715 -3.97040 -0.240 -0.164 0.129 -0.910
C 2.19937 2.12997 -3.64484 0.045 0.006 0.069 -0.996
C 2.53275 1.56524 -2.41083 0.163 0.129 -0.110 -0.483
N 1.54816 0.77493 -1.96897 -0.092 0.427 -0.692 1.083
C -2.98112 -1.26453 -0.78033 0.142 0.135 -0.119 1.298
C -4.21634 -1.72350 -1.22668 0.122 -0.005 -0.017 -0.726
C -5.38098 -1.36845 -0.56700 -0.093 -0.032 -0.024 -0.640
C -5.32386 -0.54380 0.54420 -0.008 0.017 0.026 -0.603
C -4.09519 -0.09661 1.00007 0.104 0.072 0.095 -0.699
C -2.92592 -0.45772 0.34825 -0.027 -0.063 -0.059 0.407
H -1.32841 -2.57694 -0.99028 0.029 -0.014 -0.189 0.405
H -2.04343 -2.02877 -2.52198 0.141 -0.047 0.075 0.439
H -1.34078 -0.07578 -3.48900 -0.044 0.003 0.121 0.421
H 0.34781 1.89418 -4.84330 -0.017 -0.024 -0.071 0.522
H 2.81080 2.79974 -4.22423 0.038 0.035 -0.006 0.456
H 3.44390 1.70029 -1.84773 -0.030 -0.035 0.064 0.484
H -4.25727 -2.37551 -2.09145 -0.053 0.025 -0.045 0.366
H -6.33713 -1.73096 -0.91986 -0.002 -0.024 -0.035 0.372
H -6.23195 -0.25352 1.05489 -0.012 -0.011 0.014 0.393
H -4.03807 0.54056 1.87177 -0.007 0.026 0.039 0.316
H -1.96969 -0.12110 0.72203 0.005 0.106 0.063 -0.107
O 4.54053 -1.24041 1.02866 -0.164 0.090 -0.076 -0.688
C 3.54943 -1.09382 0.35407 0.919 -0.704 -0.172 0.221
O 2.67848 -0.14238 0.45880 0.350 0.233 -0.124 -0.047
C 3.24950 -2.06744 -0.77908 0.172 -0.102 0.119 0.572
C 4.15767 -3.05258 -1.12784 -0.040 0.036 -0.015 -0.853
C 3.84152 -3.90521 -2.17196 -0.123 0.119 0.003 -0.292
C 2.62924 -3.73349 -2.82682 0.085 -0.044 0.105 -0.942
C 1.77848 -2.72641 -2.40842 -0.157 -0.028 -0.206 -0.101
N 2.07622 -1.90614 -1.40370 0.514 -0.379 0.037 0.570
H 5.08325 -3.12346 -0.57581 -0.007 0.020 0.039 0.549
H 4.52546 -4.68659 -2.47272 0.008 -0.019 -0.006 0.441
H 2.33715 -4.38022 -3.64093 -0.017 0.024 -0.040 0.437
H 0.82857 -2.56806 -2.90481 -0.005 0.038 0.083 0.410
O -0.30336 2.18625 -0.11744 0.117 -0.476 0.744 -0.411
N 0.11672 1.15306 0.29195 -1.478 2.571 -0.894 0.421
N -2.77131 -4.38905 2.86957 0.034 0.044 -0.009 -0.524
C -1.81915 -3.76982 2.65617 -0.473 -0.129 -0.151 0.446
N -0.70186 -3.11970 2.48147 0.477 0.188 0.297 -0.696
C -0.21208 -2.33185 1.66716 0.141 -0.236 -0.080 0.843
N 0.41865 -1.62058 0.95794 -0.850 -0.818 0.626 -0.427
```
Forces are in eV/Å.

Results
Total charge: 0
Spin multiplicity: 3
HOMO-LUMO gap (alpha / beta): 7.040 / 6.782 eV
<S²>: 2.011

DFT (ωB97M-V/def2-TZVPD) results for 2 unconnected molecules or ions with the total composition C6H8ClN.

Geometry as XYZ:
```
16
Properties=species:S:1:pos:R:3:forces:R:3:mulliken_charge:R:1
C 0.23179 0.03924 3.43783 -0.065 -0.136 0.169 -1.160
C 0.98509 0.78446 2.45271 0.231 0.429 -0.606 -0.003
C 1.56952 1.40885 1.61080 -0.027 -0.279 0.310 0.494
Cl 2.45815 2.21667 0.49375 0.043 0.117 -0.104 -0.173
H 0.90491 -0.61011 3.99918 -0.123 -0.034 0.064 0.286
H -0.25719 0.72479 4.12937 -0.045 -0.087 0.058 0.287
H -0.52979 -0.56955 2.94688 -0.012 0.003 0.096 0.275
C 0.09963 0.71822 -2.89282 0.078 -0.083 0.136 -1.053
C -0.28238 0.78700 -1.44211 0.073 0.393 -0.459 -0.331
C -0.42746 -0.24291 -0.66736 -0.035 -0.201 0.331 0.345
N -0.74039 -1.19965 0.01726 -0.426 -0.474 0.139 -0.540
H 0.31372 -0.30573 -3.18529 0.035 -0.050 -0.113 0.336
H 0.98277 1.32892 -3.07929 0.048 -0.021 -0.083 0.258
H -0.70929 1.09629 -3.51422 -0.051 0.022 -0.116 0.286
H -0.47176 1.76302 -1.02915 -0.012 0.143 0.286 0.400
H -0.05924 -1.66850 0.60475 0.288 0.259 -0.107 0.292
```
Forces are in eV/Å.

Results
Total charge: 0
HOMO-LUMO gap: 9.246 eV
SMILES: CC#CCl.CC=C=N

DFT (ωB97M-V/def2-TZVPD) results for a molecular structure, C63H65N11O2S6Ti.

Geometry as XYZ:
```
148
Properties=species:S:1:pos:R:3:forces:R:3:mulliken_charge:R:1
Ti 0.30863 -0.56409 -0.56454 -1.938 -1.208 1.192 -1.530
N 0.27714 3.66605 1.91962 -0.017 0.014 -0.157 -0.490
C 0.88277 2.63516 1.21964 0.296 -0.231 -0.235 0.127
S 2.18666 1.82521 2.00933 0.000 0.242 -0.084 -0.402
N 0.39250 2.47389 0.02098 -0.421 0.153 0.216 -1.112
N 0.88810 1.46904 -0.81101 0.395 0.803 0.663 1.489
C 1.34485 1.95394 -1.89669 0.504 0.016 -0.602 -0.874
C 1.84895 1.21099 -3.04097 -0.114 0.168 0.192 0.596
C 2.41117 1.92370 -4.09922 0.042 0.244 0.000 -0.505
C 2.93418 1.28274 -5.20263 0.070 -0.009 -0.093 -1.087
C 2.93382 -0.10935 -5.22877 0.022 0.047 0.059 -0.720
C 2.38276 -0.83242 -4.18734 -0.027 -0.177 0.022 -0.664
C 1.77873 -0.18416 -3.10482 0.056 -0.171 0.011 0.383
O 1.14291 -0.86878 -2.15642 0.913 0.320 -1.319 1.286
H 0.49735 3.71381 2.89556 0.058 0.016 0.118 0.336
H -0.66272 3.89647 1.64107 -0.038 -0.021 -0.011 0.146
H 1.39531 3.03628 -1.95006 -0.052 0.140 -0.119 0.326
H 2.42465 3.00864 -4.03574 0.002 -0.082 -0.030 0.468
H 3.35162 1.85039 -6.02540 -0.014 -0.017 0.056 0.386
H 3.37095 -0.64165 -6.06630 -0.003 0.030 0.035 0.491
H 2.41449 -1.91062 -4.20331 -0.059 -0.060 0.003 0.561
N -0.14313 -2.48561 -0.35324 -0.188 -0.634 -0.308 0.365
S -0.80307 -3.61083 -1.07231 0.472 0.250 0.348 1.871
N -0.33302 -4.17577 -2.47975 -0.379 0.270 -0.323 -0.908
S -0.04644 -3.13637 -3.75048 0.852 -1.197 -0.156 2.799
N -1.57082 -1.94910 -3.08970 -0.243 0.562 -0.090 -0.553
S -1.81869 -0.56637 -2.58931 -0.667 -1.481 -0.420 0.802
N -1.42951 -0.15171 -1.16025 0.533 0.536 -0.364 0.494
C -1.34095 0.76012 -3.70403 0.139 0.379 0.321 1.010
C -1.38433 2.06076 -3.21028 -0.045 -0.018 0.005 -0.935
C -1.09084 3.11408 -4.06474 -0.015 -0.028 -0.006 -0.568
C -0.74736 2.86079 -5.38956 -0.013 -0.034 -0.009 -0.888
C -0.69319 1.55553 -5.86331 0.003 0.035 0.033 -0.458
C -0.99686 0.49695 -5.01617 0.063 -0.089 -0.007 -0.256
C -3.60034 -0.39732 -2.82261 -0.099 0.297 0.197 0.086
C -4.38385 0.32176 -1.93748 0.028 -0.029 -0.042 -0.069
C -5.75481 0.40563 -2.15346 -0.028 -0.001 -0.011 -0.624
C -6.32760 -0.22912 -3.24693 0.013 -0.013 0.010 -0.684
C -5.52886 -0.94038 -4.13832 0.064 0.045 0.047 -0.755
C -4.16039 -1.02952 -3.92819 -0.025 -0.047 0.024 -0.334
C -1.17466 -3.58849 -5.07489 -0.315 0.162 0.217 -0.024
C -2.23989 -4.43880 -4.83255 0.053 -0.007 0.044 -0.450
C -3.18698 -4.65650 -5.82352 0.089 0.009 -0.031 -0.655
C -3.06038 -4.03188 -7.06116 -0.030 -0.060 0.105 -0.765
C -1.96943 -3.21023 -7.30795 0.010 -0.039 -0.030 -0.765
C -1.02139 -2.99023 -6.31578 0.201 0.122 0.004 -0.251
C 1.30066 -4.37946 -4.32374 0.026 0.090 0.083 0.778
C 2.37521 -4.48069 -3.43007 -0.155 0.113 -0.081 -0.612
C 3.47588 -5.26974 -3.72245 -0.004 0.019 -0.049 -1.034
C 3.53223 -5.96565 -4.92871 -0.022 0.023 0.043 -0.732
C 2.47635 -5.87376 -5.82017 -0.028 0.054 0.019 -0.827
C 1.36411 -5.08321 -5.52308 -0.046 0.074 0.179 -0.737
C -2.60162 -3.62107 -0.92681 -0.118 0.156 -0.115 0.726
C -3.31584 -4.71892 -1.39052 0.075 0.043 -0.073 -0.660
C -4.69440 -4.73922 -1.24819 -0.018 0.000 0.019 -1.331
C -5.34577 -3.67624 -0.62935 0.002 0.033 0.046 -0.788
C -4.61603 -2.60486 -0.13142 -0.019 -0.053 0.045 -0.487
C -3.23360 -2.57306 -0.27598 0.010 -0.218 -0.039 0.634
C -0.47935 -5.11011 -0.13690 0.164 -0.180 0.018 -0.389
C 0.56920 -5.94249 -0.50729 0.017 0.009 -0.077 -0.546
C 0.91320 -7.01164 0.30796 -0.030 -0.016 0.083 -0.727
C 0.21644 -7.24517 1.48811 -0.026 0.023 -0.050 -0.852
C -0.82780 -6.40360 1.85432 0.038 -0.022 0.005 -0.538
C -1.17822 -5.33400 1.04228 -0.012 0.064 0.035 -0.312
H -1.62952 2.21595 -2.15821 0.057 0.009 -0.161 0.421
H -1.12048 4.13464 -3.69835 0.011 -0.040 -0.012 0.478
H -0.51680 3.68397 -6.05628 0.002 -0.026 0.037 0.397
H -0.41349 1.36113 -6.89205 -0.004 0.012 0.035 0.476
H -0.96314 -0.53152 -5.35822 -0.048 0.057 0.024 0.206
H -3.91938 0.78353 -1.07512 -0.041 0.058 -0.066 -0.220
H -6.37487 0.96964 -1.46524 0.021 -0.065 0.011 0.485
H -7.39965 -0.18354 -3.40136 0.042 0.049 -0.020 0.378
H -5.97279 -1.42330 -5.00073 0.004 -0.031 0.044 0.471
H -3.52389 -1.61134 -4.58842 -0.054 0.070 0.070 0.210
H -2.31197 -4.90686 -3.86108 -0.087 0.050 -0.012 0.296
H -4.02991 -5.30854 -5.62329 0.049 0.035 -0.026 0.416
H -3.80831 -4.19216 -7.82920 0.054 0.015 0.032 0.372
H -1.85594 -2.73568 -8.27581 0.019 -0.017 0.052 0.444
H -0.15523 -2.36421 -6.51568 -0.101 0.019 0.039 0.519
H 2.32359 -3.93453 -2.48869 0.056 -0.050 -0.086 0.651
H 4.29263 -5.34689 -3.01194 -0.051 0.036 -0.046 0.495
H 4.39731 -6.57368 -5.16635 -0.050 0.001 0.017 0.385
H 2.50878 -6.42284 -6.75578 -0.019 0.047 0.060 0.432
H 0.54163 -5.04198 -6.22653 0.058 -0.018 0.000 0.390
H -2.79100 -5.55120 -1.84959 -0.053 0.059 0.040 0.622
H -5.26252 -5.59096 -1.60595 0.041 0.063 -0.007 0.453
H -6.42585 -3.68737 -0.52720 0.084 -0.019 -0.001 0.416
H -5.12020 -1.78744 0.37335 0.045 -0.028 -0.091 0.541
H -2.64530 -1.73434 0.06571 0.038 0.101 0.056 -0.531
H 1.09085 -5.75649 -1.43948 -0.046 -0.034 0.129 0.353
H 1.72627 -7.66672 0.01673 -0.044 0.034 0.010 0.477
H 0.47386 -8.09104 2.11509 0.019 0.056 -0.014 0.390
H -1.37205 -6.57994 2.77563 0.011 -0.001 -0.063 0.436
H -1.99996 -4.68013 1.31956 0.095 -0.060 0.005 0.419
N 4.61810 -0.79028 0.43246 0.233 -0.220 0.138 -0.072
C 3.47046 -0.26721 -0.04178 -0.167 0.135 -0.026 -1.381
N 2.42377 -0.98355 0.24982 0.112 -0.728 0.210 1.398
C 2.91246 -2.07739 0.98791 0.004 0.373 -0.176 -0.951
C 2.25578 -3.16062 1.56954 -0.002 0.069 -0.115 0.768
C 3.01687 -4.09250 2.24857 0.009 -0.042 0.069 -0.862
C 4.41189 -3.96454 2.35020 -0.028 -0.044 0.026 -0.708
C 5.07696 -2.89664 1.78019 0.122 0.106 -0.023 -1.132
C 4.30003 -1.95639 1.11030 -0.035 0.035 -0.034 0.833
H 5.52498 -0.37002 0.35966 0.049 0.072 -0.021 0.271
H 3.44254 0.66368 -0.58411 0.014 -0.021 0.009 0.643
H 1.19118 -3.25906 1.42591 -0.112 -0.091 0.029 -0.130
H 2.53318 -4.95017 2.70778 0.014 0.089 -0.086 0.500
H 4.97928 -4.72255 2.87940 -0.052 0.066 -0.032 0.441
H 6.15587 -2.79735 1.85124 -0.121 -0.011 0.007 0.426
C 0.29303 -2.97976 5.05104 -0.129 -0.015 -0.090 -1.420
C -0.65703 -3.18365 3.86705 0.208 0.124 0.188 0.741
C -1.19807 -1.88405 3.27714 -0.005 -0.178 -0.083 0.073
S 0.07724 -0.65031 2.83649 -0.038 0.096 -0.357 0.132
O -0.17901 -0.38742 1.34980 -0.159 0.230 0.636 -0.161
C -0.71417 0.74739 3.63881 0.021 0.369 0.011 0.658
C -0.50323 0.75983 5.14855 0.213 -0.229 0.012 -0.570
C 0.97168 0.78555 5.56056 -0.012 0.093 -0.009 -0.976
H 0.63357 -3.94517 5.43072 0.005 0.067 0.007 0.489
H -0.19957 -2.44941 5.87356 0.074 -0.018 -0.085 0.352
H 1.17651 -2.41158 4.74403 -0.068 -0.071 0.076 0.131
H -1.51707 -3.77828 4.19097 0.013 0.002 -0.079 0.636
H -0.14931 -3.76058 3.09844 0.030 -0.049 -0.111 -0.809
H -1.88483 -1.40882 3.97869 0.001 0.046 -0.058 0.794
H -1.71568 -2.05467 2.32964 -0.035 0.031 0.044 -0.768
H -1.76394 0.72881 3.34673 -0.040 -0.038 0.000 0.472
H -0.25448 1.62060 3.17071 0.011 -0.201 0.093 -0.892
H -0.99440 -0.10819 5.60688 -0.026 0.131 -0.011 0.250
H -1.01211 1.64793 5.53068 -0.041 -0.045 0.003 0.435
H 1.48463 -0.13268 5.25892 -0.024 0.116 0.056 0.161
H 1.06625 0.88694 6.64460 -0.010 -0.040 -0.067 0.427
H 1.50000 1.61764 5.08547 -0.075 -0.107 0.010 0.257
C -3.59637 6.53491 0.18032 0.031 0.078 -0.015 -1.481
C -3.68632 5.43540 1.18319 -0.121 0.508 0.124 1.155
C -4.18794 5.56316 2.43769 -0.226 0.357 0.267 -0.958
C -4.20006 4.41898 3.27852 -0.052 0.213 -0.077 0.994
N -3.78530 3.25036 2.88517 0.333 -0.455 -0.553 -0.476
C -3.31225 3.09409 1.59926 0.011 -0.401 0.224 -0.360
S -2.81185 1.66800 0.92468 -0.168 0.255 0.310 -0.101
N -3.22915 4.23490 0.81199 0.082 -0.357 -0.124 0.196
C -4.71532 4.51268 4.68133 -0.071 0.145 0.082 -1.261
H -4.08932 7.43024 0.54916 0.011 0.009 -0.001 0.383
H -4.06615 6.23418 -0.75678 -0.018 0.000 -0.012 0.338
H -2.55165 6.77040 -0.02969 0.012 0.001 0.003 0.329
H -4.56880 6.51563 2.78324 0.035 -0.092 -0.038 0.353
H -2.85213 4.09773 -0.11787 0.016 -0.129 0.060 -0.048
H -5.23088 5.45886 4.85177 0.034 -0.077 0.039 0.349
H -3.88511 4.43228 5.38694 -0.020 0.013 -0.053 0.263
H -5.39348 3.68284 4.87950 0.040 0.028 -0.020 0.327
```
Forces are in eV/Å.

Results
Total charge: 0
HOMO-LUMO gap: 7.115 eV

Energy values (in Ha) by entry order: -703.2902 -7190.9048 -748.2459 -6430.9876.